Entry 1:
Entry from the OMol25 dataset: 2 unconnected molecules or ions with the total composition C9H8N2O at a distorted geometry (the ωB97M-V functional and the def2-TZVPD basis).

```
20
Properties=species:S:1:pos:R:3
C 1.519 -0.355 -0.087
C 2.173 0.912 -0.101
C 1.392 2.081 0.055
C 0.010 2.036 0.205
C -0.730 0.827 0.002
C -2.212 0.722 -0.065
C -1.950 -1.664 -0.057
C -0.560 -1.613 0.042
C 0.066 -0.342 0.008
H 2.248 -1.984 1.061
H 3.264 -1.276 -0.718
H 3.289 1.278 -0.344
H 2.027 3.028 -0.080
H -0.510 2.953 0.349
H -3.792 -0.857 -0.402
H -2.541 -2.588 0.369
H -0.139 -2.615 0.333
N 2.172 -1.621 -0.287
N -2.831 -0.593 0.020
O -2.895 1.671 -0.303
```

Calculated values
- Energy above the lowest of the compared OMol25 structures with the same formula, charge and spin: 376.4 kJ/mol
- Total charge: 0
- Molar mass: 160.2 u
- Spin multiplicity: 1
- Frontier orbital gap: 0.296 Ha
- Total energy: -14486.890 eV
- LUMO energy: 0.00599 Ha

=====

Entry 2:
Entry from the OMol25 dataset: a gas-phase ion, C6H8N4S (charge +2) at a distorted geometry (the ωB97M-V functional and the def2-TZVPD basis).

```
19
Properties=species:S:1:pos:R:3
C 3.628 1.138 -0.138
C 4.712 0.305 0.041
C 2.511 0.207 0.180
C 1.145 0.351 -0.009
C -0.941 0.074 -0.096
C -2.427 -0.093 -0.139
N 2.962 -1.061 0.446
N 0.033 -0.620 0.295
N 4.234 -0.989 0.364
N -2.918 -1.278 0.686
S 0.174 1.551 -0.890
H 3.676 2.226 -0.069
H 5.780 0.624 0.097
H -2.894 -0.425 -0.955
H -2.973 0.771 0.260
H 4.735 -1.824 0.583
H -3.982 -1.381 0.558
H -2.778 -1.147 1.671
H -2.509 -2.208 0.552
```

Calculated values
- Energy above the lowest of the compared OMol25 structures with the same formula, charge and spin: 108.4 kJ/mol
- Total charge: +2
- Molar mass: 168.2 u
- Spin multiplicity: 1
- Frontier orbital gap: 0.288 Ha
- Total energy: -23126.562 eV
- LUMO energy: -0.34780 Ha

=====

Entry 3:
Entry from the OMol25 dataset: a molecular structure, C24H33IN3NiO2S2SbSe (the ωB97M-V functional and the def2-TZVPD basis).

```
68
Properties=species:S:1:pos:R:3
Ni 0.591 1.757 2.142
C 0.571 2.350 -2.183
C 1.067 2.426 -0.756
N 0.242 2.504 0.232
N -1.089 2.729 -0.150
C -1.970 2.218 0.642
S -1.756 1.149 1.969
S -3.646 2.753 0.225
C -4.443 1.136 0.005
C -4.463 0.633 -1.420
C -3.844 -0.565 -1.756
C -3.860 -1.039 -3.065
C -4.504 -0.318 -4.059
C -5.127 0.884 -3.735
C -5.102 1.352 -2.430
C 2.528 2.415 -0.542
C 3.342 2.749 -1.637
C 4.720 2.810 -1.569
C 5.333 2.512 -0.342
C 4.581 2.160 0.749
C 3.152 2.080 0.711
O 2.537 1.691 1.755
H 1.081 1.527 -2.688
H 0.787 3.266 -2.738
H -0.499 2.187 -2.204
H -5.462 1.241 0.382
H -3.909 0.448 0.661
H -3.319 -1.119 -0.988
H -3.357 -1.969 -3.305
H -4.512 -0.680 -5.081
H -5.623 1.463 -4.507
H -5.562 2.304 -2.185
H 2.869 2.988 -2.581
H 5.305 3.091 -2.436
H 6.414 2.562 -0.252
H 5.043 1.935 1.704
C 0.075 -2.458 -3.095
C -0.356 -2.900 -1.689
Sb -0.389 -1.179 -0.328
C 1.749 -1.124 0.004
C 2.523 -2.432 -0.148
C -0.932 -2.318 1.426
C -0.730 -3.834 1.389
H 0.033 -3.271 -3.829
H 1.101 -2.077 -3.091
H -0.557 -1.645 -3.467
H 0.302 -3.686 -1.310
H -1.371 -3.312 -1.709
H 1.867 -0.719 1.012
H 2.146 -0.367 -0.676
H 2.139 -3.213 0.510
H 3.577 -2.284 0.108
H 2.487 -2.817 -1.171
H -1.978 -2.070 1.612
H -0.358 -1.855 2.232
H -1.306 -4.306 0.588
H -1.048 -4.294 2.332
H 0.315 -4.105 1.239
Se 0.450 3.540 3.778
N 0.702 0.940 5.376
C 1.087 -0.057 4.594
O 0.914 -0.092 3.373
C 1.717 -1.252 5.316
I 2.751 -2.574 4.006
H 0.527 1.939 4.883
H 1.076 0.968 6.314
H 0.941 -1.851 5.784
H 2.429 -0.928 6.070
```

Calculated values
- Energy above the lowest of the compared OMol25 structures with the same formula, charge and spin: 0.0 kJ/mol
- Total charge: -2
- Molar mass: 846.0 u
- Spin multiplicity: 3
- Frontier orbital gap (spin up / spin down): 0.134 / 0.130 Ha
- ⟨S²⟩: 2.010
- Total energy: -176688.241 eV
- LUMO energy (spin up / spin down): 0.13836 / 0.13841 Ha

=====

Entry 4:
Entry from the OMol25 dataset: CH2FOPS in the gas phase at a distorted geometry (the ωB97M-V functional and the def2-TZVPD basis).

```
7
Properties=species:S:1:pos:R:3
C -1.393 0.013 0.066
O 2.359 -0.916 0.626
F 1.029 0.099 -1.321
P -0.457 0.342 1.435
S 1.812 0.370 0.167
H -2.402 -0.052 -0.006
H -0.947 0.144 -0.967
```

Calculated values
- Energy above the lowest of the compared OMol25 structures with the same formula, charge and spin: 270.7 kJ/mol
- Total charge: 0
- Molar mass: 112.1 u
- Spin multiplicity: 1
- Frontier orbital gap: 0.309 Ha
- Total energy: -25955.704 eV
- LUMO energy: -0.02469 Ha
- SMILES: C=P#S(=O)F

=====

Entry 5:
Entry from the OMol25 dataset: a molecular structure, C12H22Ca2O8S2 at a distorted geometry (the ωB97M-V functional and the def2-TZVPD basis).

```
46
Properties=species:S:1:pos:R:3
Ca 0.586 4.923 0.443
Ca 0.770 1.609 -1.274
C -1.908 4.423 -3.491
C -1.193 3.522 -2.504
O -1.070 2.367 -2.860
O -0.617 3.921 -1.465
H -2.990 4.346 -3.594
H -1.575 4.199 -4.504
H -1.861 5.492 -3.278
C -1.731 1.247 2.535
C -1.009 1.691 1.243
O -0.972 0.961 0.213
O -0.491 2.796 1.212
H -2.743 1.646 2.602
H -1.135 1.465 3.421
H -1.865 0.173 2.663
C 2.443 -0.503 3.845
C 3.700 0.037 3.204
C 3.935 -0.711 1.905
S 2.134 -0.907 1.308
O 1.829 -2.374 1.333
O 1.899 -0.066 0.148
C 1.307 -0.251 2.832
H 2.209 -0.101 4.831
H 2.493 -1.590 3.901
H 4.515 0.002 3.926
H 3.618 1.046 2.799
H 4.488 -1.650 1.942
H 4.454 -0.222 1.082
H 0.318 -0.707 2.799
H 1.228 0.815 2.618
C -1.674 -3.363 -1.130
C -2.721 -2.664 -1.906
C -1.976 -2.225 -3.305
S -0.189 -1.811 -2.622
O 0.026 -0.424 -2.485
O 0.774 -2.589 -3.365
C -0.550 -2.478 -0.974
H -1.248 -4.220 -1.652
H -1.988 -3.743 -0.158
H -3.134 -1.740 -1.500
H -3.609 -3.293 -1.976
H -2.302 -1.313 -3.805
H -1.890 -3.133 -3.903
H -0.697 -1.655 -0.275
H 0.414 -2.948 -0.778
```

Calculated values
- Total charge: +2
- Molar mass: 438.6 u
- Spin multiplicity: 1
- Frontier orbital gap: 0.199 Ha
- Total energy: -87716.882 eV
- LUMO energy: -0.33098 Ha

=====

Entry 6:
Entry from the OMol25 dataset: 13 unconnected molecules or ions with the total composition C5H37N2O13 at a distorted geometry (the ωB97M-V functional and the def2-TZVPD basis).

```
57
Properties=species:S:1:pos:R:3
N 0.105 3.024 -1.073
C -0.867 1.908 -1.198
C -0.163 0.627 -1.884
C -1.624 1.560 0.095
N -1.928 2.902 0.763
C -2.127 2.841 2.168
C -1.057 1.936 2.898
O 0.110 2.297 2.814
H -0.120 3.524 -0.168
H 0.021 3.789 -1.695
H 1.111 2.438 -1.021
H -1.666 2.072 -1.952
H -0.130 -0.204 -1.303
H 0.890 0.704 -2.100
H -0.776 0.350 -2.713
H -0.926 0.817 0.610
H -2.537 1.061 -0.185
H -2.679 3.399 0.304
H -1.945 3.971 2.422
H -3.120 2.477 2.429
H -1.412 1.018 3.389
H -2.278 -3.067 -3.645
H -0.961 -2.275 -3.427
O -1.499 -2.988 -3.221
H -1.645 -4.199 -1.251
H -1.559 -4.673 0.149
O -2.233 -4.538 -0.534
H 1.808 5.158 0.938
H 1.098 4.064 1.642
O 1.073 4.579 0.795
H -0.794 -2.122 0.166
H 0.495 -2.363 0.670
O -0.105 -2.706 0.051
H 2.590 0.618 1.764
H 3.367 -0.261 0.801
O 3.390 0.696 1.162
H 0.018 -0.614 2.208
H 1.277 -1.411 2.526
O 0.932 -0.929 1.755
H 1.617 -1.950 -2.086
H 2.660 -1.087 -1.382
O 2.018 -1.014 -2.096
H 2.981 1.585 -0.161
H 3.227 3.024 -0.893
O 2.809 2.204 -0.930
H 1.017 -3.734 -1.157
H 0.779 -3.798 -2.796
O 1.395 -3.691 -2.091
H -2.492 -1.705 -0.775
H -2.598 -2.954 0.032
O -2.695 -2.062 0.183
H 4.285 -2.105 0.626
H 2.960 -2.292 -0.071
O 3.348 -1.874 0.611
H -2.441 -1.158 3.011
H -1.495 -1.695 2.033
O -1.507 -1.170 2.792
```

Calculated values
- Energy above the lowest of the compared OMol25 structures with the same formula, charge and spin: 448.0 kJ/mol
- Total charge: 0
- Molar mass: 333.4 u
- Spin multiplicity: 2
- Frontier orbital gap (spin up / spin down): 0.099 / 0.238 Ha
- ⟨S²⟩: 0.753
- Total energy: -35377.766 eV
- LUMO energy (spin up / spin down): -0.00578 / -0.00593 Ha